{"formula": "CN5O2", "method": "ωB97M-V/def2-TZVPD", "e_lumo_ev": [2.57, 2.23], "charge": -1, "e_homo_ev": [-3.95, -3.53], "de_lowest_kj_mol": 599.1, "symbols": ["O", "O", "N", "N", "N", "N", "N", "C"], "xyz": [[-1.04, 1.24, 0.07], [1.16, 1.57, 0.12], [0.15, 0.96, -0.24], [0.75, -0.15, -2.38], [-1.54, -1.11, 1.66], [0.60, -1.48, 0.87], [-0.49, -1.35, 1.28], [0.40, 0.32, -1.39]], "lowdin_charge": [0.0231, 0.0258, -0.4096, 0.1857, 0.0009, -0.0101, -0.5691, -0.2467]}

=====

{"formula": "C28H42FeN4O2PS", "method": "ωB97M-V/def2-TZVPD", "e_lumo_ev": [-6.78, -7.63], "charge": 2, "e_homo_ev": [-14.37, -14.36], "multiplicity": 6, "symbols": ["Fe", "S", "P", "O", "O", "N", "N", "N", "N", "C", "C", "C", "C", "C", "C", "C", "C", "C", "C", "C", "C", "C", "C", "C", "C", "C", "C", "C", "C", "C", "C", "C", "C", "C", "C", "C", "C", "H", "H", "H", "H", "H", "H", "H", "H", "H", "H", "H", "H", "H", "H", "H", "H", "H", "H", "H", "H", "H", "H", "H", "H", "H", "H", "H", "H", "H", "H", "H", "H", "H", "H", "H", "H", "H", "H", "H", "H", "H", "H"], "xyz": [[8.84, -5.49, 17.76], [10.06, -5.41, 19.79], [8.83, -7.47, 16.39], [7.04, -6.10, 18.26], [7.81, -3.80, 17.66], [10.88, -4.40, 17.61], [12.45, -4.09, 19.25], [6.52, -3.90, 17.95], [6.15, -5.08, 18.21], [8.84, -10.25, 17.12], [4.81, -5.37, 18.67], [2.30, -5.90, 19.75], [2.93, -4.65, 19.95], [8.80, -9.83, 19.84], [5.77, -5.44, 14.58], [11.76, -3.93, 16.75], [7.36, -7.16, 15.34], [13.37, -3.71, 18.39], [10.38, -7.74, 15.60], [5.11, -6.64, 13.97], [4.16, -6.52, 18.35], [12.84, -7.56, 14.32], [11.54, -7.52, 16.54], [7.12, -8.22, 14.23], [10.49, -6.72, 14.41], [11.95, -6.35, 14.05], [8.77, -8.54, 19.01], [2.96, -6.85, 18.95], [4.20, -4.41, 19.46], [11.23, -4.58, 18.92], [8.35, -8.84, 17.54], [12.80, -8.02, 15.77], [6.07, -7.56, 13.22], [7.26, -5.73, 14.83], [10.13, -10.63, 17.90], [9.90, -10.85, 19.37], [13.14, -3.62, 17.05], [10.42, -8.76, 15.24], [7.23, -8.77, 17.58], [6.56, -7.23, 16.03], [13.60, -7.58, 16.39], [2.59, -7.80, 18.74], [8.01, -10.96, 17.36], [5.75, -4.59, 13.88], [4.70, -7.26, 14.80], [4.64, -3.46, 19.69], [6.64, -6.94, 12.45], [10.81, -9.75, 17.82], [8.80, -9.53, 20.89], [1.23, -6.06, 20.09], [8.02, -8.47, 13.71], [10.11, -7.18, 13.50], [12.47, -8.32, 13.72], [4.52, -7.32, 17.62], [12.71, -4.15, 20.24], [14.27, -3.46, 18.85], [7.68, -4.98, 15.52], [8.03, -7.89, 19.50], [12.85, -9.08, 15.88], [5.31, -5.02, 15.48], [13.83, -3.23, 16.33], [11.65, -6.49, 16.69], [11.47, -3.87, 15.66], [13.88, -7.35, 14.07], [6.64, -9.08, 14.72], [9.63, -11.91, 19.58], [4.32, -6.38, 13.29], [5.47, -8.31, 12.72], [11.45, -7.98, 17.50], [12.33, -5.47, 14.66], [7.76, -5.69, 13.87], [9.73, -8.11, 19.06], [10.80, -10.75, 19.98], [9.92, -5.80, 14.63], [10.69, -11.43, 17.40], [12.02, -6.03, 12.98], [9.03, -10.22, 16.04], [7.79, -10.28, 19.85], [2.51, -3.80, 20.51]], "lowdin_charge": [0.7500, 0.8310, 1.0841, -0.2018, -0.2121, -0.0180, 0.1282, 0.0878, -0.1381, -0.1613, -0.1939, -0.0246, -0.0440, -0.1682, -0.1911, -0.0522, -0.4410, -0.0242, -0.4320, -0.2044, -0.0304, -0.1802, -0.2117, -0.1269, -0.1643, -0.1725, -0.2531, -0.0547, -0.0129, -0.7114, -0.3797, -0.1519, -0.1495, -0.2228, -0.1971, -0.1706, 0.0511, 0.1241, 0.1241, 0.0695, 0.1222, 0.0980, 0.1394, 0.1286, 0.1229, 0.1149, 0.1363, 0.0882, 0.1139, 0.1437, 0.0894, 0.1158, 0.0949, 0.1403, 0.1931, 0.1400, 0.0794, 0.0970, 0.1117, 0.1085, 0.1272, 0.0555, 0.1439, 0.1304, 0.1209, 0.1260, 0.1162, 0.1098, 0.0864, 0.0936, 0.1085, 0.0375, 0.1110, 0.0913, 0.1262, 0.1355, 0.0975, 0.1244, 0.1268]}

=====

{"formula": "C3H7N3S", "method": "ωB97M-V/def2-TZVPD", "e_lumo_ev": 0.47, "e_homo_ev": -7.69, "smiles": "C1=CSNN=C1.N", "de_lowest_kj_mol": 299.6, "symbols": ["S", "N", "N", "N", "C", "C", "C", "H", "H", "H", "H", "H", "H", "H"], "xyz": [[0.18, -0.77, -0.72], [-2.49, -0.40, -0.61], [-1.50, -1.30, -0.82], [2.95, -0.39, 0.02], [-1.12, 1.20, 0.50], [0.02, 0.50, 0.42], [-2.33, 0.76, -0.15], [3.33, -1.15, 0.56], [-1.11, 2.12, 1.05], [-3.31, 1.38, -0.05], [-1.62, -2.19, -0.32], [0.81, 0.63, 1.07], [3.66, 0.29, -0.10], [2.52, -0.70, -0.84]], "lowdin_charge": [0.9049, -0.0661, -0.3435, 0.0007, -0.1641, -0.4340, -0.2121, 0.0222, 0.0910, 0.1361, 0.0872, 0.0267, 0.0098, -0.0588]}